{"formula": "C22H28N7S2SbSe4Tc", "method": "ωB97M-V with the def2-TZVPD basis set", "symbols": ["Tc", "C", "C", "N", "C", "S", "N", "N", "C", "C", "C", "C", "C", "C", "C", "N", "H", "H", "H", "H", "H", "H", "H", "H", "H", "H", "H", "H", "H", "Se", "Sb", "Se", "Se", "Se", "N", "S", "C", "C", "C", "C", "C", "C", "C", "C", "C", "C", "C", "C", "H", "H", "H", "H", "H", "H", "H", "H", "H", "H", "H", "N", "N", "H", "H", "H", "H"], "positions_angstrom": [[-1.483, 1.203, -0.259], [-3.448, -4.019, -2.975], [-3.753, -3.526, -1.568], [-4.067, -2.088, -1.521], [-3.132, -1.155, -1.542], [-3.747, 0.574, -1.169], [-1.874, -1.372, -1.671], [-1.036, -0.302, -1.571], [-0.045, -0.209, -2.401], [0.245, -1.253, -3.418], [0.675, 1.049, -2.283], [1.831, 1.338, -2.994], [2.430, 2.579, -2.854], [1.850, 3.502, -1.997], [0.708, 3.146, -1.304], [0.118, 1.954, -1.436], [-3.155, -5.067, -2.935], [-2.629, -3.451, -3.414], [-4.322, -3.940, -3.620], [-2.893, -3.686, -0.917], [-4.610, -4.050, -1.151], [-5.033, -1.816, -1.628], [-0.690, -1.691, -3.760], [0.833, -2.062, -2.975], [0.789, -0.857, -4.270], [2.259, 0.594, -3.650], [3.321, 2.826, -3.415], [2.275, 4.487, -1.865], [0.240, 3.854, -0.635], [-1.740, 5.917, -2.212], [-3.708, 6.521, -1.104], [-1.975, 3.375, 0.791], [-2.894, 1.922, -2.578], [-4.040, 4.099, 0.345], [0.013, 0.847, 1.015], [1.382, -0.023, 0.729], [1.289, -1.396, 1.873], [1.229, -2.670, 1.323], [1.146, -3.763, 2.173], [1.113, -3.568, 3.547], [1.169, -2.284, 4.081], [1.264, -1.184, 3.245], [2.696, 0.970, 1.451], [2.490, 2.316, 1.712], [3.557, 3.068, 2.183], [4.803, 2.483, 2.359], [4.990, 1.134, 2.087], [3.932, 0.365, 1.628], [-0.099, 1.070, 2.000], [1.261, -2.805, 0.248], [1.121, -4.763, 1.761], [1.059, -4.423, 4.208], [1.156, -2.140, 5.153], [1.332, -0.184, 3.659], [1.519, 2.768, 1.560], [3.411, 4.115, 2.416], [5.634, 3.081, 2.709], [5.960, 0.678, 2.227], [4.067, -0.691, 1.426], [-2.050, 0.138, 2.732], [-2.470, -0.241, 1.416], [-2.134, -0.640, 3.379], [-2.653, 0.882, 3.066], [-3.474, -0.409, 1.380], [-2.014, -1.128, 1.211]], "total_charge": 3, "gap_ev": [5.30, 5.30], "homo_energy_ev": [-16.2, -16.2], "lumo_energy_ev": [-10.947, -10.948], "spin_multiplicity": 1}



{"formula": "C22H28N8O", "method": "ωB97M-V with the def2-TZVPD basis set", "symbols": ["C", "O", "C", "C", "C", "C", "C", "C", "C", "N", "C", "N", "C", "C", "N", "C", "C", "N", "N", "N", "N", "C", "C", "C", "C", "C", "C", "C", "N", "C", "C", "H", "H", "H", "H", "H", "H", "H", "H", "H", "H", "H", "H", "H", "H", "H", "H", "H", "H", "H", "H", "H", "H", "H", "H", "H", "H", "H", "H"], "positions_angstrom": [[-4.681, -1.385, 0.744], [-4.204, -2.543, 0.105], [-2.861, -2.734, 0.024], [-2.469, -3.924, -0.633], [-1.151, -4.239, -0.767], [-0.156, -3.379, -0.263], [1.218, -3.640, -0.343], [2.141, -2.747, 0.161], [3.484, -3.152, 0.062], [4.538, -3.602, -0.039], [1.657, -1.520, 0.739], [2.459, -0.546, 1.233], [3.885, -0.427, 1.071], [4.207, 0.603, -0.030], [3.277, 1.726, -0.018], [2.439, 1.868, -1.189], [1.641, 0.680, -1.621], [2.124, -0.500, -1.944], [1.098, -1.237, -2.346], [0.018, -0.581, -2.298], [0.302, 0.645, -1.846], [-0.728, 1.635, -1.698], [-1.122, 1.824, -0.232], [-2.511, 2.447, -0.063], [-2.887, 2.463, 1.418], [-2.566, 3.862, -0.634], [2.649, 1.900, 1.270], [1.860, 0.667, 1.756], [0.357, -1.291, 0.842], [-0.543, -2.173, 0.377], [-1.912, -1.876, 0.524], [-5.767, -1.441, 0.688], [-4.338, -0.478, 0.236], [-4.374, -1.351, 1.794], [-3.249, -4.564, -1.015], [-0.849, -5.149, -1.263], [1.564, -4.554, -0.804], [4.299, -0.098, 2.031], [4.335, -1.382, 0.819], [4.161, 0.112, -1.003], [5.223, 0.986, 0.125], [1.769, 2.715, -1.024], [3.106, 2.119, -2.025], [-1.581, 1.257, -2.266], [-0.386, 2.572, -2.147], [-1.114, 0.840, 0.242], [-0.386, 2.452, 0.275], [-3.236, 1.826, -0.601], [-2.852, 1.461, 1.840], [-3.893, 2.855, 1.552], [-2.198, 3.092, 1.977], [-3.544, 4.301, -0.453], [-1.817, 4.493, -0.159], [-2.390, 3.861, -1.707], [1.990, 2.770, 1.232], [3.453, 2.129, 1.976], [1.862, 0.633, 2.854], [0.825, 0.692, 1.420], [-2.176, -0.969, 1.044]], "gap_ev": 8.07, "homo_energy_ev": -7.8, "lumo_energy_ev": 0.272, "spin_multiplicity": 1}



{"formula": "C22H29BaN3O7", "method": "ωB97M-V with the def2-TZVPD basis set", "symbols": ["Ba", "C", "N", "C", "C", "O", "C", "O", "C", "C", "O", "N", "C", "C", "H", "H", "H", "H", "H", "H", "H", "H", "H", "H", "H", "H", "H", "H", "H", "H", "C", "C", "C", "C", "C", "C", "C", "H", "H", "H", "H", "H", "H", "H", "H", "O", "C", "O", "C", "C", "C", "C", "C", "N", "C", "O", "O", "H", "H", "H", "H", "H"], "positions_angstrom": [[0.278, 0.365, -0.163], [0.235, 1.086, 4.843], [-0.949, 1.547, 4.115], [-1.983, 2.236, 4.914], [-1.025, 1.464, 2.799], [-0.143, 0.975, 2.066], [-2.291, 1.979, 2.090], [-2.212, 1.717, 0.693], [-3.389, 1.193, 0.097], [-3.081, -0.098, -0.685], [-1.886, -0.459, -0.770], [-4.079, -0.772, -1.223], [-5.483, -0.329, -1.138], [-3.843, -2.026, -1.943], [-0.100, 0.518, 5.708], [0.804, 1.950, 5.190], [0.848, 0.464, 4.202], [-2.127, 1.689, 5.842], [-2.936, 2.258, 4.403], [-1.671, 3.255, 5.139], [-2.391, 3.053, 2.255], [-3.179, 1.501, 2.504], [-3.807, 1.932, -0.588], [-4.153, 0.992, 0.850], [-5.547, 0.713, -0.851], [-6.038, -0.944, -0.433], [-5.934, -0.428, -2.124], [-2.869, -2.419, -1.684], [-3.913, -1.850, -3.016], [-4.620, -2.730, -1.651], [3.933, 1.269, -2.742], [3.471, 1.420, -1.314], [3.814, 0.484, -0.345], [3.470, 0.673, 0.995], [2.769, 1.811, 1.380], [2.391, 2.744, 0.410], [2.735, 2.544, -0.925], [4.913, 1.725, -2.898], [3.247, 1.748, -3.442], [4.044, 0.215, -3.016], [4.412, -0.378, -0.626], [3.789, -0.038, 1.746], [2.529, 1.982, 2.420], [1.857, 3.639, 0.703], [2.464, 3.291, -1.663], [1.452, -4.039, 1.227], [1.192, -2.868, 0.659], [0.709, -1.908, 1.211], [1.586, -2.876, -0.827], [2.110, -3.970, -1.495], [2.412, -3.822, -2.839], [2.148, -2.618, -3.485], [1.586, -1.595, -2.749], [1.333, -1.729, -1.446], [1.119, -0.241, -3.329], [1.125, -0.047, -4.638], [0.711, 0.628, -2.587], [1.183, -3.966, 2.152], [2.291, -4.906, -0.983], [2.844, -4.650, -3.386], [2.390, -2.512, -4.536], [1.457, -0.841, -5.074]], "total_charge": 2, "gap_ev": 8.42, "homo_energy_ev": -14.3, "lumo_energy_ev": -5.845, "spin_multiplicity": 1}



{"formula": "C22H29BrN2O2PPd", "method": "ωB97M-V with the def2-TZVPD basis set", "symbols": ["Pd", "O", "C", "C", "C", "C", "C", "C", "C", "O", "N", "N", "C", "C", "Br", "C", "C", "C", "C", "C", "C", "C", "H", "H", "H", "H", "H", "H", "H", "H", "H", "H", "H", "H", "H", "H", "C", "C", "P", "C", "C", "C", "C", "H", "H", "H", "H", "H", "H", "H", "H", "H", "H", "H", "H", "H", "H", "H"], "positions_angstrom": [[-1.099, -0.790, -1.069], [-4.191, -2.612, 1.916], [-4.349, -1.607, 1.011], [-5.232, -0.561, 1.203], [-5.398, 0.405, 0.212], [-4.684, 0.328, -0.966], [-3.780, -0.721, -1.148], [-3.588, -1.692, -0.162], [-2.610, -2.833, -0.405], [-1.869, -2.561, -1.529], [-1.675, -2.936, 0.755], [-0.506, -2.367, 0.480], [0.601, -2.596, 1.056], [1.846, -1.984, 0.577], [1.725, -1.132, -1.120], [2.987, -2.112, 1.260], [4.380, -1.697, 1.072], [4.912, -1.101, -0.075], [6.253, -0.754, -0.124], [7.084, -0.992, 0.961], [6.572, -1.588, 2.103], [5.234, -1.939, 2.153], [-4.815, -2.506, 2.642], [-5.815, -0.508, 2.115], [-6.116, 1.201, 0.364], [-4.852, 1.045, -1.757], [-3.319, -0.878, -2.121], [-3.116, -3.801, -0.492], [-1.731, -3.687, 1.428], [0.693, -3.302, 1.880], [2.835, -2.650, 2.194], [4.300, -0.915, -0.942], [6.652, -0.300, -1.021], [8.130, -0.720, 0.913], [7.212, -1.784, 2.953], [4.838, -2.408, 3.046], [-0.713, 1.552, -3.479], [0.093, 2.059, -2.284], [-0.570, 1.436, -0.707], [-2.034, 2.449, -0.348], [-1.737, 3.912, -0.024], [0.652, 1.802, 0.605], [1.637, 2.937, 0.328], [-0.324, 1.964, -4.409], [-1.765, 1.837, -3.412], [-0.667, 0.462, -3.567], [0.112, 3.150, -2.263], [1.132, 1.729, -2.349], [-2.567, 1.966, 0.475], [-2.692, 2.366, -1.215], [-1.170, 4.013, 0.902], [-2.673, 4.455, 0.103], [-1.179, 4.409, -0.818], [1.189, 0.874, 0.795], [0.070, 2.008, 1.508], [2.292, 2.700, -0.510], [2.270, 3.096, 1.200], [1.134, 3.878, 0.107]], "total_charge": 1, "gap_ev": 6.16, "homo_energy_ev": -10.7, "lumo_energy_ev": -4.546, "spin_multiplicity": 1}



Quick rundown of energy relative to the best compared isomer or geometry (same formula, charge and spin), same order as above: 1.041 0.048 0.873 1.321 eV
Quick rundown of max |F|, same order as above: 1.98 1.51 2.45 1.16 eV Å⁻¹
Quick rundown of DFT total energy, same order as above: -11960.6475 -1368.3807 -1571.8660 -4158.6703 a.u.